68
Properties=species:S:1:pos:R:3:forces:R:3:nbo_charge:R:1 method="wB97M-V/def2-TZVPD" total_energy_ev=-26491.3566 homo_ha=-0.4537 charge=+1 spin_multiplicity=1 max_force_ev_per_a=0.61 lumo_ev=-2.957
C 3.652 0.425 1.046 0.09 -0.01 -0.05 -0.607
C 2.119 0.425 1.024 -0.02 0.00 -0.04 -0.399
C 1.523 0.734 -0.367 0.01 -0.02 0.25 -0.412
C 0.192 1.466 -0.314 -0.04 0.18 -0.16 -0.059
O -0.765 0.635 0.343 0.14 -0.57 -0.08 -0.598
C -1.969 1.203 0.810 0.12 0.59 0.11 0.443
C -2.554 2.217 -0.182 -0.33 0.00 -0.04 -0.444
C -2.899 1.580 -1.544 -0.12 -0.05 -0.09 -0.638
C -2.968 0.026 0.864 -0.15 -0.22 -0.28 -0.233
N -3.026 -0.634 2.209 0.02 0.25 0.10 -0.486
C -1.694 -0.708 2.883 0.07 -0.24 0.17 -0.232
C -1.101 0.699 2.989 0.10 0.11 0.02 -0.249
N -1.852 1.684 2.195 0.00 0.02 0.08 -0.510
C -1.351 3.030 2.648 0.17 -0.07 0.09 -0.027
C -2.118 3.396 3.937 -0.11 -0.06 0.03 -0.620
C -1.394 4.209 1.683 -0.29 0.31 -0.01 -0.410
C -0.729 5.455 2.312 0.08 -0.03 0.11 -0.615
H 4.041 0.509 2.067 -0.11 -0.06 -0.19 0.217
H 4.061 -0.499 0.617 -0.10 0.19 0.01 0.213
H 4.058 1.265 0.466 -0.10 -0.14 0.16 0.207
H 1.765 -0.558 1.365 -0.05 0.23 0.00 0.198
H 1.743 1.163 1.750 0.14 -0.03 -0.17 0.183
H 1.387 -0.200 -0.923 0.11 0.19 -0.07 0.218
H 2.223 1.374 -0.920 -0.16 -0.16 -0.01 0.218
H -0.182 1.685 -1.326 0.23 -0.01 0.15 0.183
H 0.301 2.421 0.217 0.07 -0.17 0.03 0.168
H -3.448 2.650 0.287 0.20 -0.06 -0.16 0.225
H -1.866 3.041 -0.345 -0.14 -0.31 0.00 0.237
H -3.968 1.361 -1.653 0.24 0.00 0.08 0.219
H -2.342 0.653 -1.723 -0.05 0.17 0.04 0.215
H -2.635 2.265 -2.353 -0.09 -0.08 0.09 0.237
H -2.684 -0.750 0.148 -0.04 0.21 0.08 0.243
H -3.982 0.381 0.650 0.22 -0.12 0.03 0.233
H -3.415 -1.567 2.104 -0.07 -0.08 0.04 0.437
H -3.657 -0.104 2.807 -0.02 0.16 0.03 0.438
H -1.866 -1.143 3.874 0.10 0.00 -0.26 0.231
H -1.085 -1.392 2.289 0.00 0.17 0.02 0.235
H -1.123 1.028 4.031 -0.01 -0.11 -0.19 0.224
H -0.049 0.658 2.668 -0.26 -0.03 0.17 0.221
H -0.278 2.909 2.893 -0.25 -0.07 -0.02 0.181
H -2.955 4.068 3.709 0.14 -0.13 0.00 0.218
H -1.479 3.893 4.672 -0.08 -0.02 -0.13 0.227
H -2.544 2.506 4.412 0.14 0.18 -0.06 0.205
H -0.884 3.978 0.749 0.08 0.09 0.26 0.200
H -2.441 4.437 1.433 0.28 -0.04 -0.01 0.207
H -1.459 6.214 2.604 0.05 -0.14 -0.02 0.224
H -0.150 5.205 3.211 -0.08 0.02 -0.24 0.209
H -0.038 5.921 1.605 -0.12 -0.03 0.08 0.225
C 3.597 -5.386 -4.439 -0.02 0.00 0.01 -0.611
C 2.200 -5.409 -3.830 0.01 0.00 0.00 -0.399
C 1.380 -4.155 -4.133 0.00 0.01 -0.01 -0.397
C 1.990 -2.851 -3.614 -0.02 0.00 0.00 -0.398
C 2.262 -2.827 -2.112 -0.01 0.03 0.02 -0.401
C 1.008 -2.999 -1.261 0.03 0.02 0.04 -0.616
H 4.199 -4.566 -4.044 0.00 0.00 0.01 0.198
H 4.133 -6.313 -4.231 -0.01 -0.01 -0.01 0.216
H 3.546 -5.267 -5.523 0.01 0.01 0.00 0.205
H 2.276 -5.552 -2.748 -0.01 0.00 0.01 0.189
H 1.655 -6.277 -4.208 0.01 -0.01 0.00 0.207
H 0.373 -4.279 -3.725 0.00 0.01 0.00 0.195
H 1.254 -4.068 -5.216 0.00 -0.01 0.00 0.207
H 1.314 -2.026 -3.865 0.00 0.01 0.00 0.195
H 2.922 -2.645 -4.145 0.00 -0.01 -0.01 0.208
H 2.739 -1.875 -1.861 0.02 -0.01 0.01 0.197
H 2.987 -3.602 -1.849 0.01 -0.01 -0.01 0.203
H 0.275 -2.218 -1.489 -0.03 -0.02 -0.01 0.190
H 1.246 -2.937 -0.196 -0.01 0.01 0.00 0.202
H 0.530 -3.964 -1.433 0.00 0.00 -0.02 0.210